1.
This record from the Open Molecules 2025 dataset describes a molecular structure, C53H40INO36S at a distorted geometry. The level of theory is ωB97M-V/def2-TZVPD.

gap between HOMO and LUMO	7.465	eV
highest occupied orbital energy	-9.30	eV

Last column: Löwdin charge in e.
Atoms and positions in Å:
C  0.147  -3.206  -2.051  -0.0152
C  1.599  -3.451  -1.764  -0.3886
N  2.262  -4.380  -2.305  0.1486
C  2.251  -2.560  -0.741  -0.0738
C  3.596  -1.992  -1.107  -0.3778
O  3.544  -0.710  -1.778  -0.1402
S  4.674  -0.690  -2.904  0.5536
O  4.065  -1.125  -4.097  -0.1992
O  5.377  0.513  -2.869  -0.1701
O  5.560  -1.827  -2.289  -0.2147
C  4.600  -2.826  -1.821  -0.7591
I  5.463  -4.352  -0.667  1.0511
H  -0.064  -3.325  -3.103  0.0856
H  -0.410  -3.922  -1.460  0.0916
H  -0.157  -2.223  -1.725  0.0433
H  1.688  -4.897  -2.967  0.0704
H  1.603  -1.714  -0.590  0.0984
H  2.310  -3.073  0.208  0.1341
H  4.058  -1.777  -0.155  0.1306
H  4.266  -3.334  -2.705  0.0551
C  5.349  0.692  2.712  0.0714
C  6.469  1.032  3.368  -0.2568
C  6.591  0.882  4.867  -0.3222
O  7.648  1.200  5.380  0.0984
C  5.452  0.377  5.608  0.0743
C  4.339  0.041  4.949  -0.2326
C  4.223  0.167  3.456  -0.3150
O  3.168  -0.186  2.952  0.0889
O  3.250  -0.426  5.547  0.1140
O  7.537  1.516  2.769  0.1262
H  5.252  0.794  1.639  0.1342
H  5.546  0.290  6.681  0.1039
H  2.599  -0.587  4.836  0.1166
H  8.199  1.673  3.471  0.1238
C  9.737  -4.544  4.543  0.0747
C  9.179  -3.328  4.596  -0.2343
C  8.305  -2.796  3.488  -0.2833
O  7.845  -1.681  3.666  0.1106
C  8.091  -3.631  2.314  0.0674
C  8.656  -4.846  2.267  -0.2401
C  9.506  -5.385  3.387  -0.3150
O  9.958  -6.507  3.256  0.1097
O  8.516  -5.672  1.243  0.0935
O  9.340  -2.498  5.612  0.1239
H  10.362  -4.933  5.335  0.1365
H  7.488  -3.263  1.493  0.0788
H  9.023  -6.477  1.470  0.1229
H  8.829  -1.692  5.400  0.1149
C  -1.817  1.318  -1.319  0.0760
C  -2.363  2.364  -1.955  -0.2544
C  -1.694  3.029  -3.129  -0.3164
O  -2.289  3.955  -3.653  0.0997
C  -0.406  2.535  -3.557  0.0837
C  0.153  1.491  -2.920  -0.2181
C  -0.537  0.811  -1.760  -0.2852
O  0.023  -0.145  -1.249  0.0739
O  1.323  0.998  -3.264  0.1183
O  -3.521  2.892  -1.602  0.1030
H  -2.297  0.827  -0.484  0.1375
H  0.075  3.027  -4.390  0.1354
H  1.521  0.253  -2.662  0.1036
H  -3.685  3.630  -2.223  0.1261
C  -8.482  -1.453  -1.153  0.0812
C  -7.202  -1.763  -1.410  -0.2334
C  -6.112  -0.721  -1.410  -0.3083
O  -4.978  -1.119  -1.633  0.0710
C  -6.468  0.658  -1.152  0.0801
C  -7.749  0.966  -0.900  -0.2239
C  -8.837  -0.079  -0.873  -0.3026
O  -9.966  0.298  -0.618  0.0995
O  -8.163  2.194  -0.651  0.1319
O  -6.792  -2.985  -1.684  0.1300
H  -9.271  -2.191  -1.150  0.1379
H  -5.684  1.404  -1.165  0.1238
H  -9.127  2.135  -0.498  0.1251
H  -5.830  -2.926  -1.849  0.1245
C  3.655  3.960  -6.224  0.0739
C  4.309  4.476  -7.272  -0.2436
C  5.261  3.656  -8.102  -0.3211
O  5.796  4.212  -9.046  0.0967
C  5.485  2.276  -7.733  0.0711
C  4.832  1.750  -6.681  -0.2281
C  3.861  2.567  -5.860  -0.2964
O  3.300  2.029  -4.927  0.1050
O  4.995  0.503  -6.298  0.1196
O  4.182  5.732  -7.670  0.1123
H  2.971  4.543  -5.623  0.1323
H  6.182  1.703  -8.327  0.1340
H  4.404  0.327  -5.536  0.0762
H  4.766  5.828  -8.448  0.1190
C  -4.695  1.865  -5.688  0.0819
C  -4.799  0.869  -4.795  -0.2080
C  -5.361  -0.484  -5.175  -0.2961
O  -5.407  -1.350  -4.323  0.1120
C  -5.817  -0.680  -6.540  0.0746
C  -5.715  0.319  -7.427  -0.2413
C  -5.133  1.657  -7.056  -0.3123
O  -5.064  2.499  -7.931  0.1118
O  -6.106  0.222  -8.685  0.1197
O  -4.413  1.021  -3.535  0.0967
H  -4.291  2.835  -5.430  0.1307
H  -6.229  -1.645  -6.798  0.1352
H  -5.913  1.086  -9.099  0.1224
H  -4.563  0.186  -3.043  0.0817
C  4.514  1.491  10.260  0.0778
C  4.259  2.104  11.425  -0.2376
C  5.241  3.058  12.060  -0.3136
O  4.912  3.579  13.109  0.1084
C  6.506  3.295  11.393  0.0751
C  6.762  2.680  10.229  -0.2357
C  5.770  1.745  9.586  -0.2968
O  6.092  1.249  8.521  0.0897
O  7.885  2.836  9.552  0.1245
O  3.143  1.932  12.110  0.1224
H  3.817  0.808  9.796  0.1367
H  7.208  3.968  11.862  0.1360
H  7.807  2.285  8.748  0.1224
H  3.222  2.495  12.906  0.1232
C  -13.209  -0.162  0.551  0.0777
C  -13.888  -1.083  -0.146  -0.2354
C  -15.327  -1.417  0.155  -0.3150
O  -15.866  -2.256  -0.543  0.1048
C  -15.981  -0.729  1.253  0.0724
C  -15.302  0.190  1.952  -0.2405
C  -13.870  0.541  1.634  -0.3106
O  -13.342  1.401  2.314  0.1055
O  -15.817  0.864  2.966  0.1174
O  -13.367  -1.774  -1.148  0.1167
H  -12.178  0.083  0.337  0.1103
H  -17.008  -0.986  1.471  0.1348
H  -15.111  1.461  3.283  0.1209
H  -14.078  -2.362  -1.469  0.1199

***

2.
This record from the Open Molecules 2025 dataset describes 7 unconnected molecules or ions with the total composition C34H44O10 at a distorted geometry. The level of theory is ωB97M-V/def2-TZVPD.

gap between HOMO and LUMO	7.905	eV
highest occupied orbital energy	-9.42	eV

Last column: Löwdin charge in e.
Atoms and positions in Å:
O  -7.841  -2.279  -6.847  0.1191
C  -7.095  -1.781  -6.061  -0.3966
C  -6.885  -2.178  -4.657  0.0092
C  -6.062  -1.470  -3.874  0.0289
C  -5.118  -0.365  -4.345  -0.3541
O  -4.260  0.154  -3.655  0.0994
C  -5.246  -0.111  -5.815  0.0001
C  -6.067  -0.785  -6.605  0.0249
H  -7.473  -2.998  -4.263  0.1197
H  -5.920  -1.734  -2.819  0.1197
H  -4.571  0.619  -6.182  0.1061
H  -6.194  -0.584  -7.682  0.1275
O  1.465  6.655  1.110  0.0802
C  1.810  5.553  1.523  -0.3704
C  1.252  4.288  0.970  0.0525
C  1.764  3.134  1.446  0.0003
C  2.618  3.029  2.626  -0.3951
O  3.044  1.977  3.044  0.1004
C  3.074  4.322  3.255  0.0231
C  2.718  5.486  2.721  0.0108
H  0.562  4.144  0.169  0.1113
H  1.467  2.172  1.112  0.0738
H  3.616  4.248  4.228  0.1339
H  3.096  6.455  3.061  0.1235
O  -0.460  -0.599  -4.552  0.1030
C  0.716  -0.821  -4.730  -0.3847
C  1.761  0.212  -4.467  0.0034
C  3.028  -0.025  -4.306  -0.0119
C  3.387  -1.444  -4.275  -0.4051
O  4.464  -1.727  -3.811  0.1073
C  2.453  -2.503  -4.764  0.0308
C  1.182  -2.189  -5.079  0.0250
H  1.399  1.271  -4.286  0.1444
H  3.775  0.711  -4.034  0.1185
H  2.947  -3.499  -4.739  0.1350
H  0.413  -2.945  -5.340  0.1320
C  -0.129  -0.414  4.058  -0.1343
C  -1.595  0.048  4.024  -0.1706
C  -2.098  -0.286  5.387  -0.2052
O  -1.002  -0.198  6.328  -0.1203
C  0.187  -0.432  5.575  -0.1918
H  0.538  0.220  3.502  0.0883
H  -0.078  -1.400  3.657  0.0807
H  -2.035  -0.447  3.139  0.0876
H  -1.658  1.157  3.929  0.1240
H  -2.496  -1.315  5.437  0.1111
H  -2.878  0.352  5.793  0.1177
H  0.638  -1.351  5.803  0.0840
H  1.007  0.273  5.836  0.1239
C  3.767  1.613  -1.164  -0.1162
C  3.791  2.973  -1.849  -0.1597
C  4.440  3.912  -0.797  -0.1490
O  4.605  3.132  0.424  -0.1551
C  4.875  1.846  0.011  -0.1938
H  3.933  0.713  -1.757  0.0834
H  2.834  1.392  -0.638  0.0926
H  2.827  3.285  -2.199  0.0973
H  4.505  3.092  -2.636  0.0936
H  3.874  4.819  -0.514  0.1199
H  5.387  4.232  -1.182  0.1041
H  4.609  1.198  0.817  0.1011
H  5.911  1.659  -0.326  0.1259
C  -0.930  -4.624  4.429  -0.1501
C  0.402  -5.079  3.771  -0.1528
C  0.239  -4.490  2.375  -0.2197
O  -0.777  -3.497  2.417  -0.1691
C  -1.757  -3.900  3.389  -0.1751
H  -0.725  -4.003  5.244  0.0812
H  -1.410  -5.558  4.773  0.1175
H  0.561  -6.155  3.803  0.1021
H  1.270  -4.624  4.304  0.1141
H  -0.050  -5.358  1.736  0.1197
H  1.161  -4.040  1.924  0.1320
H  -2.440  -4.548  2.903  0.1060
H  -2.265  -3.024  3.737  0.0979
C  -1.346  -0.497  -0.939  -0.1328
C  -1.750  -0.199  0.553  -0.1438
C  -0.789  0.947  0.840  -0.2285
O  -0.768  1.716  -0.375  -0.1691
C  -1.078  0.912  -1.517  -0.1765
H  -2.042  -1.042  -1.558  0.0979
H  -0.463  -1.120  -0.905  0.1007
H  -1.779  -1.046  1.309  0.1080
H  -2.745  0.206  0.561  0.1051
H  0.239  0.533  1.103  0.1227
H  -1.090  1.658  1.590  0.1085
H  -0.262  0.965  -2.240  0.0906
H  -1.980  1.402  -1.961  0.1287

***

3.
This record from the Open Molecules 2025 dataset describes a molecular structure, C38H58As3Cl3N5NiO5PS at a distorted geometry. The level of theory is ωB97M-V/def2-TZVPD.

⟨S²⟩	0.76
net charge	+1
spin multiplicity	2
gap between HOMO and LUMO (spin up / spin down)	6.011 / 5.999	eV
highest occupied orbital energy (spin up / spin down)	-8.98 / -8.98	eV
energy relative to the best compared isomer or geometry (same formula, charge and spin)	0.165	eV

Last column: Löwdin charge in e.
Atoms and positions in Å:
Ni  -1.264  1.321  0.430  0.1517
C  -1.700  -1.965  2.944  -0.3185
As  -0.455  -0.409  3.034  1.1420
C  -1.076  0.085  4.843  -0.3059
C  1.059  -1.633  3.517  -0.3694
C  2.403  -1.145  4.067  -0.6946
C  2.175  -0.129  5.187  -0.0720
C  3.268  -0.501  2.995  -0.3432
As  2.377  0.903  1.880  1.1644
C  2.873  2.541  2.842  -0.2873
C  3.828  0.982  0.548  -0.2953
C  3.165  -2.341  4.670  -0.3711
As  3.637  -4.070  3.739  1.1359
C  3.519  -3.773  1.780  -0.3643
C  1.917  -5.034  3.892  -0.3561
H  -1.549  -2.605  3.813  0.0247
H  -1.537  -2.554  2.044  0.0129
H  -2.732  -1.620  2.955  0.0023
H  -0.809  -0.697  5.553  0.0272
H  -2.161  0.177  4.821  0.0205
H  -0.665  1.030  5.181  -0.0049
H  1.251  -2.180  2.589  0.0477
H  0.649  -2.339  4.245  0.0653
H  1.632  0.728  4.789  0.0447
H  3.122  0.214  5.602  0.0927
H  1.595  -0.563  5.997  0.0847
H  3.611  -1.263  2.295  0.0425
H  4.148  -0.039  3.451  0.0802
H  3.950  2.529  3.008  0.0281
H  2.358  2.612  3.795  0.0048
H  2.614  3.407  2.238  0.0064
H  4.779  0.913  1.076  0.0281
H  3.816  1.909  -0.020  0.0069
H  3.763  0.148  -0.148  0.0209
H  2.617  -2.687  5.554  0.0662
H  4.127  -1.968  5.042  0.0605
H  4.388  -3.231  1.410  0.0074
H  2.613  -3.257  1.472  -0.0025
H  3.524  -4.757  1.312  0.0149
H  1.571  -5.033  4.924  0.0152
H  2.071  -6.072  3.597  0.0114
H  1.144  -4.609  3.254  0.0035
N  -3.834  -1.955  -0.064  0.0942
C  -4.675  -1.293  0.777  -0.0728
C  -4.000  -0.183  1.189  -0.1442
N  -2.763  -0.165  0.614  -0.0201
C  -2.693  -1.245  -0.132  -0.2003
H  -4.053  -2.803  -0.561  0.1634
H  -5.649  -1.658  1.024  0.1179
H  -4.324  0.589  1.855  0.0822
H  -1.841  -1.548  -0.708  0.1281
Cl  3.700  -3.149  -5.308  0.7154
C  2.204  -2.298  -5.389  -0.6689
C  2.050  -1.098  -4.713  -0.0987
C  0.830  -0.442  -4.764  -0.0294
C  -0.243  -0.945  -5.493  -0.1874
C  -1.605  -0.284  -5.552  -0.2683
C  -1.650  1.229  -5.151  -0.0379
N  -2.055  1.430  -3.785  -0.0608
C  -3.333  1.307  -3.327  -0.0474
C  -3.285  1.535  -1.984  -0.1141
N  -1.995  1.794  -1.611  0.0341
C  -1.288  1.732  -2.722  -0.1412
O  -2.595  -1.004  -4.839  -0.1211
C  -2.224  -1.614  -3.612  -0.1789
C  -1.886  -3.065  -3.789  -0.3440
C  -2.785  -3.997  -4.233  -0.9894
Cl  -4.438  -3.728  -4.567  0.6912
S  -2.073  -5.564  -4.431  1.0124
C  -0.552  -4.953  -3.907  -0.3923
C  -0.604  -3.634  -3.597  -0.1659
C  -0.050  -2.147  -6.182  -0.5826
Cl  -1.326  -2.836  -7.106  0.8224
C  1.157  -2.827  -6.131  -0.1219
H  2.878  -0.683  -4.157  0.1005
H  0.731  0.485  -4.222  0.0761
H  -1.942  -0.340  -6.596  0.1345
H  -2.397  1.712  -5.786  0.1397
H  -0.684  1.702  -5.328  0.1327
H  -4.145  1.040  -3.970  0.1352
H  -4.090  1.566  -1.278  0.1041
H  -0.239  1.945  -2.796  0.0993
H  -3.110  -1.508  -2.974  0.1127
H  -1.376  -1.102  -3.147  0.1210
H  0.296  -5.605  -3.877  0.0713
H  0.241  -3.071  -3.246  0.1145
H  1.274  -3.758  -6.659  0.1149
O  0.702  1.625  0.079  -0.3538
N  1.282  2.394  -0.870  -0.1280
C  1.635  3.702  -0.574  -0.0206
C  2.382  4.431  -1.436  -0.0230
C  2.885  3.854  -2.627  -0.0100
C  2.644  2.482  -2.832  -0.0498
C  1.892  1.766  -1.957  -0.0734
H  1.231  4.076  0.350  0.1147
H  2.613  5.456  -1.193  0.1218
H  3.451  4.431  -3.333  0.1112
H  3.087  1.983  -3.682  0.1152
H  1.724  0.703  -2.024  0.1322
C  -4.127  3.149  2.657  -0.1240
O  -2.888  3.758  2.370  -0.3163
P  -1.541  3.012  1.814  0.7493
O  -0.854  4.382  1.328  -0.3368
C  -1.329  4.980  0.129  -0.1171
O  -0.677  2.746  3.142  -0.3874
C  -0.445  3.810  4.066  -0.1064
H  -4.744  3.914  3.127  0.0946
H  -4.009  2.314  3.349  0.0794
H  -4.612  2.818  1.737  0.0748
H  -0.672  5.818  -0.095  0.0911
H  -2.350  5.338  0.261  0.0896
H  -1.303  4.252  -0.686  0.0600
H  -0.129  3.357  5.004  0.0847
H  -1.355  4.390  4.223  0.0863
H  0.335  4.471  3.691  0.0826